Entry 1:
The following is a DFT calculation (ωB97M-V with the def2-TZVPD basis set) of a molecular structure, C37H41LaN7Sb.

Structure (XYZ):
```
87
Properties=species:S:1:pos:R:3
La 0.0407 -0.2226 0.2173
C 0.9822 2.5628 -2.0027
C 0.3137 1.5199 -2.8809
N 0.6433 0.1359 -2.4717
C 1.9836 -0.2837 -2.8805
C 3.0391 0.1018 -1.8703
C 4.3553 0.2510 -2.2811
C 5.3090 0.6284 -1.3501
C 4.9054 0.8812 -0.0510
C 3.5673 0.7120 0.2846
C 3.1341 0.9984 1.7031
N 1.7013 1.2821 1.8653
C 1.3587 2.7128 1.7392
C 1.4545 3.1975 0.3014
N 0.5659 2.4401 -0.5930
N 2.6564 0.2986 -0.6005
H 0.7554 3.5575 -2.4013
H 2.0669 2.4545 -2.0404
H 0.6090 1.6925 -3.9224
H -0.7697 1.6184 -2.8154
H -0.0485 -0.4595 -2.9184
H 2.2575 0.1389 -3.8551
H 1.9954 -1.3707 -3.0065
H 4.6206 0.0884 -3.3163
H 6.3426 0.7558 -1.6405
H 5.6110 1.2197 0.6945
H 3.7413 1.8286 2.0847
H 3.3838 0.1257 2.3131
H 1.4456 0.9979 2.8065
H 2.0118 3.3325 2.3670
H 0.3387 2.8406 2.1101
H 2.4769 3.0651 -0.0572
H 1.2519 4.2737 0.2687
H -0.3742 2.8253 -0.5285
C -1.5213 -3.0965 -1.4620
C -1.7953 -3.3418 -0.0100
C -2.6566 -4.3657 0.3804
C -2.8781 -4.5909 1.7227
C -2.1978 -3.8069 2.6460
C -1.3576 -2.8035 2.1917
N -1.1828 -2.5557 0.8854
Sb -0.2026 -1.8583 3.7506
C -0.8620 0.2027 3.5235
C -0.9570 0.8669 4.7363
C -1.6292 2.0821 4.7998
C -2.2296 2.5509 3.6529
C -2.0870 1.8458 2.4554
C -2.7476 2.3689 1.2205
N -1.3710 0.7099 2.3854
C 1.7019 -1.9777 2.7062
C 2.8030 -2.2151 3.5150
C 4.0093 -2.5882 2.9317
C 4.0482 -2.7751 1.5658
C 2.8969 -2.5419 0.8132
C 2.8779 -2.8282 -0.6542
N 1.7641 -2.0990 1.3695
H -1.7565 -3.9767 -2.0568
H -2.1164 -2.2545 -1.8226
H -0.4616 -2.8653 -1.6132
H -3.1357 -4.9745 -0.3725
H -3.5451 -5.3753 2.0511
H -2.3169 -3.9869 3.7067
H -0.5435 0.4261 5.6343
H -1.7120 2.6212 5.7332
H -2.8145 3.4597 3.6638
H -3.5949 2.9969 1.4883
H -2.0619 2.9934 0.6413
H -3.0778 1.5568 0.5774
H 2.7204 -2.1307 4.5913
H 4.8875 -2.7578 3.5398
H 4.9498 -3.1137 1.0746
H 3.7720 -2.4561 -1.1544
H 2.8378 -3.9083 -0.8050
H 1.9906 -2.3979 -1.1201
C -2.0020 0.1222 -1.1044
C -2.9342 0.3878 -1.8450
C -4.0036 0.7241 -2.7313
C -4.7588 -0.2771 -3.3459
C -5.7808 0.0607 -4.2148
C -6.0610 1.3934 -4.4792
C -5.3181 2.3929 -3.8688
C -4.2947 2.0629 -2.9980
H -4.5418 -1.3158 -3.1342
H -6.3631 -0.7181 -4.6871
H -6.8606 1.6533 -5.1588
H -5.5388 3.4319 -4.0706
H -3.7158 2.8413 -2.5168
```

Output
Kohn-Sham gap, eV: 7.250
E_LUMO, Eh: -0.1870
Relative energy (zero: lowest compared OMol25 entry of this formula, charge and spin), kcal/mol: 0.0
Electronic energy, a.u.: -2089.27425
HOMO energy, eV: -12.34
Molecular weight, u: 844.45
Charge: +2

Entry 2:
The following is a DFT calculation (ωB97M-V with the def2-TZVPD basis set) of a molecular structure, C18H20N8O4SV.

Structure (XYZ):
```
52
Properties=species:S:1:pos:R:3
V 0.0975 0.1886 0.3021
O -4.2505 -5.0653 -3.4786
S -5.4919 -5.6702 -3.0204
O -6.5780 -5.5912 -3.9695
O -5.3045 -6.9397 -2.3506
C -6.0164 -4.5875 -1.6391
N -7.0520 -4.9736 -0.8832
C -7.2743 -4.2740 0.2177
C -6.4655 -3.2180 0.6238
C -5.4691 -2.8595 -0.2597
N -5.2661 -3.5190 -1.3967
C -4.3690 -1.9024 0.0040
C -3.7499 -1.3129 -1.0858
C -2.5126 -0.7472 -0.9285
N -1.8740 -0.6997 0.2523
C -2.5076 -1.1941 1.3163
C -3.7816 -1.7390 1.2564
H -8.1147 -4.5893 0.8287
H -6.6347 -2.7064 1.5624
H -4.1940 -1.4070 -2.0676
H -1.9880 -0.3257 -1.7791
H -1.9589 -1.1770 2.2494
H -4.2209 -2.1721 2.1447
N 0.5036 0.1136 2.4796
C 1.8771 -0.2289 2.7824
C 2.1517 -1.2818 3.6403
C 3.4686 -1.6375 3.8915
C 4.5061 -0.9407 3.2899
C 4.2197 0.1120 2.4322
C 2.9063 0.4701 2.1695
H -0.1211 -0.2830 3.1729
H 0.3927 1.1218 2.5679
H 1.3404 -1.8282 4.1079
H 3.6811 -2.4606 4.5606
H 5.5327 -1.2168 3.4884
H 5.0238 0.6582 1.9569
H 2.6743 1.2826 1.4895
C 1.1343 3.2292 -0.1872
O 0.7163 1.9085 -0.0185
H 2.1999 3.2741 -0.4361
H 0.9796 3.8229 0.7214
H 0.5852 3.7174 -0.9980
N -0.6665 -5.7344 -2.2313
C -0.6608 -4.4796 -1.7647
N -1.7777 -3.7491 -1.8744
N 0.4601 -4.0366 -1.2105
C 0.5141 -2.8483 -0.7184
N 0.6436 -1.8079 -0.2190
H -1.4509 -6.0907 -2.7471
H 0.1977 -6.2445 -2.2271
H -2.6390 -4.1189 -2.2484
H -1.8147 -2.8392 -1.4456
```

Output
Kohn-Sham gap (spin up / spin down), eV: 7.234 / 7.180
E_LUMO (spin up / spin down), Eh: -0.0331 / -0.0370
Spin multiplicity: 4
Relative energy (zero: lowest compared OMol25 entry of this formula, charge and spin), kcal/mol: 4.4
Electronic energy, a.u.: -2779.17452
HOMO energy (spin up / spin down), eV: -8.13 / -8.19
Molecular weight, u: 495.42

Entry 3:
The following is a DFT calculation (ωB97M-V with the def2-TZVPD basis set) of a molecular structure, C29H31As2GeReS4Sb.

Structure (XYZ):
```
69
Properties=species:S:1:pos:R:3
Re 3.5883 2.4146 0.3224
C 0.8694 4.4336 -1.4887
As 1.2250 3.1104 -0.1324
C -0.0457 3.5711 1.2531
C 0.4901 1.4815 -0.8330
C -0.9391 1.4367 -1.3603
C -1.1580 0.8747 -2.7955
C -0.0276 0.0995 -3.3700
C 1.1351 -0.0840 -2.7633
C 1.4999 0.6192 -1.5105
As 2.4423 0.4546 1.1936
C 3.3458 -1.2518 1.1598
C 1.8556 0.5373 3.0322
H 1.4434 4.1855 -2.3802
H 1.1668 5.4195 -1.1343
H -0.1984 4.4312 -1.7104
H 0.1347 4.5927 1.5862
H 0.0665 2.8965 2.0999
H -1.0583 3.4914 0.8529
H -1.4194 2.4130 -1.2538
H -1.5363 1.6085 -3.5096
H -0.2232 -0.4099 -4.3070
H 1.8909 -0.7268 -3.1977
H 3.6102 -1.4934 0.1309
H 2.7056 -2.0326 1.5739
H 4.2572 -1.1636 1.7502
H 2.7788 0.5960 3.6122
H 1.2873 -0.3445 3.3212
H 1.2732 1.4361 3.2198
S 6.0871 2.5348 1.0079
Sb 5.7688 3.2995 -1.2988
S 3.2150 1.2353 -1.5906
S 4.6063 3.4093 2.1465
S 4.0797 4.6877 -0.7721
C 0.9892 0.2156 -0.1220
Ge -0.5968 -0.9583 0.0831
C -0.3896 -2.6540 -0.8216
C 0.8595 -3.1030 -1.2431
C 0.9965 -4.3312 -1.8738
C -0.1211 -5.1226 -2.0954
C -1.3721 -4.6878 -1.6829
C -1.5041 -3.4616 -1.0477
C -0.9393 -1.2652 1.9735
C -1.2670 -0.2399 2.8626
C -1.4948 -0.5003 4.2036
C -1.3902 -1.7996 4.6834
C -1.0605 -2.8299 3.8177
C -0.8419 -2.5642 2.4715
C -1.8602 0.3044 -0.7907
C -2.2625 -0.0788 -2.2480
C -3.6539 0.2877 -2.6542
C -4.5415 0.7914 -1.8024
C -4.2051 0.9980 -0.3910
C -2.9830 0.7635 0.0860
H 1.7375 -2.4865 -1.0847
H 1.9726 -4.6703 -2.1946
H -0.0172 -6.0791 -2.5898
H -2.2443 -5.3038 -1.8551
H -2.4881 -3.1364 -0.7259
H -1.3277 0.7872 2.5169
H -1.7517 0.3071 4.8767
H -1.5682 -2.0063 5.7301
H -0.9796 -3.8434 4.1868
H -0.5946 -3.3809 1.8034
H -2.0713 -1.1217 -2.5198
H -3.9227 0.1082 -3.6893
H -5.5415 1.0356 -2.1345
H -4.9851 1.3417 0.2759
H -2.7970 0.9209 1.1406
```

Output
Kohn-Sham gap, eV: 6.168
E_LUMO, Eh: -0.1577
Electronic energy, a.u.: -9583.20686
HOMO energy, eV: -10.46
Molecular weight, u: 1038.26
Charge: +1

Entry 4:
The following is a DFT calculation (ωB97M-V with the def2-TZVPD basis set) of 3 unconnected molecules or ions with the total composition CH10N2O2.

Structure (XYZ):
```
15
Properties=species:S:1:pos:R:3
N 0.0034 0.9251 1.3150
C 1.0311 0.5996 0.3943
N 1.4397 -0.8300 0.2549
H 0.0192 0.5073 2.2313
H -0.9763 1.0291 1.0660
H 2.0136 0.9590 0.6836
H 0.8027 1.0095 -0.6082
H 0.8708 -1.3188 -0.4274
H 2.4038 -0.7892 -0.0691
O -1.0214 2.0966 -2.7243
H -0.8625 1.3999 -3.3718
H -0.5623 2.8789 -3.0604
O -1.2779 -2.6896 1.0918
H -1.1538 -3.1328 1.9435
H -0.6295 -1.9736 1.1406
```

Output
Kohn-Sham gap, eV: 9.973
E_LUMO, Eh: 0.0269
Relative energy (zero: lowest compared OMol25 entry of this formula, charge and spin), kcal/mol: 13.1
Electronic energy, a.u.: -304.06197
HOMO energy, eV: -9.24
Molecular weight, u: 82.10
Structure (SMILES): NCN.O.O

Entry 5:
The following is a DFT calculation (ωB97M-V with the def2-TZVPD basis set) of 2 unconnected molecules or ions with the total composition C4H13NO2S.

Structure (XYZ):
```
21
Properties=species:S:1:pos:R:3
N -0.7589 -1.6033 -0.5452
C -0.2502 -0.4351 0.1755
C -0.6163 -0.5666 1.6569
O -1.4079 0.5225 2.1289
C 1.2578 -0.2011 -0.0214
C 1.6803 1.1915 0.4538
S 1.8453 2.4599 -0.8027
H -0.5811 -1.4788 -1.5331
H -0.3216 -2.4459 -0.1976
H -0.7913 0.4545 -0.1557
H 0.2778 -0.4794 2.2654
H -1.0714 -1.5264 1.8126
H -2.2857 0.5176 1.7197
H 1.8302 -0.9707 0.4832
H 1.4145 -0.3432 -1.0917
H 2.6229 1.1122 0.9923
H 0.9815 1.5292 1.1944
H 0.7020 3.1273 -0.6194
O -2.8806 -3.4656 -1.9631
H -2.9588 -2.7547 -2.6020
H -2.2921 -3.1440 -1.2690
```

Output
Kohn-Sham gap, eV: 9.870
E_LUMO, Eh: 0.0252
Relative energy (zero: lowest compared OMol25 entry of this formula, charge and spin), kcal/mol: 12.1
Electronic energy, a.u.: -763.60299
HOMO energy, eV: -9.18
Molecular weight, u: 139.22
Structure (SMILES): N[C@@H](CO)CCS.O